{
  "formula": "C24H21BeBr3Cl2F7LiMgNO17",
  "method": "the ωB97M-V functional and the def2-TZVPD basis",
  "total_charge": 1,
  "largest_force_ev_per_a": 3.16,
  "spin_multiplicity": 1,
  "orbital_gap_ev": 2.06,
  "e_tot_ev": -321740.5731,
  "elements": ["O", "C", "O", "C", "O", "C", "F", "F", "C", "F", "F", "C", "F", "F", "C", "O", "O", "C", "C", "C", "N", "C", "C", "H", "H", "H", "H", "H", "H", "C", "Br", "Br", "Br", "H", "Cl", "O", "C", "O", "C", "C", "C", "H", "H", "H", "H", "H", "H", "H", "H", "Li", "C", "O", "O", "O", "H", "O", "Cl", "O", "O", "O", "Be", "C", "O", "O", "O", "F", "C", "C", "C", "C", "C", "C", "H", "H", "H", "H", "H", "Mg"],
  "positions_angstrom": [[3.248, -2.356, 0.390], [2.664, -1.618, -0.278], [1.567, -2.028, -1.074], [0.411, -2.071, -0.352], [0.374, -2.213, 0.814], [-0.866, -1.975, -1.214], [-1.453, -3.218, -1.181], [-0.551, -1.729, -2.500], [-1.915, -0.943, -0.717], [-1.763, -0.619, 0.551], [-3.140, -1.547, -0.854], [-2.021, 0.374, -1.532], [-2.394, 0.194, -2.785], [-0.791, 1.067, -1.467], [-3.086, 1.264, -0.843], [-4.201, 1.187, -1.229], [-2.605, 1.979, 0.149], [3.054, -0.179, -0.391], [4.363, 0.097, -0.794], [4.760, 1.382, -0.869], [3.901, 2.374, -0.577], [2.630, 2.174, -0.214], [2.143, 0.824, -0.093], [-3.201, 1.835, 0.911], [5.026, -0.727, -1.004], [5.778, 1.605, -1.142], [4.226, 3.338, -0.615], [1.996, 3.073, 0.015], [1.143, 0.532, 0.214], [-6.066, 2.361, 2.755], [-4.698, 0.996, 2.763], [-5.348, 4.049, 2.189], [-7.597, 1.835, 1.708], [-6.399, 2.474, 3.777], [-2.053, 1.431, 3.861], [1.838, 4.364, -1.882], [1.793, 4.320, -3.101], [0.918, 3.465, -3.624], [0.634, 3.359, -5.045], [1.664, 2.479, -5.717], [2.723, 5.117, -3.956], [0.546, 4.345, -5.495], [-0.350, 2.901, -5.112], [2.669, 2.896, -5.636], [1.434, 2.343, -6.774], [1.686, 1.484, -5.222], [3.689, 4.611, -3.989], [2.849, 6.097, -3.499], [2.365, 5.277, -4.968], [-3.248, -3.213, -2.297], [1.000, 6.348, 1.384], [0.109, 6.311, 0.470], [2.164, 5.638, 0.953], [1.003, 6.852, 2.479], [1.751, 5.444, 0.105], [1.624, -5.114, 1.258], [2.653, -5.265, 2.281], [2.428, -6.489, 2.998], [2.584, -4.132, 3.176], [3.949, -5.295, 1.642], [3.285, 0.250, -5.214], [3.697, -6.658, 6.122], [3.494, -5.692, 5.403], [4.823, -7.023, 6.533], [2.810, -7.426, 6.559], [-5.479, -5.858, 3.362], [-4.692, -4.815, 3.057], [-5.048, -3.554, 3.499], [-4.230, -2.480, 3.185], [-3.079, -2.677, 2.434], [-2.738, -3.952, 1.998], [-3.549, -5.033, 2.313], [-5.952, -3.423, 4.079], [-4.480, -1.482, 3.525], [-2.443, -1.835, 2.202], [-1.836, -4.108, 1.418], [-3.298, -6.037, 1.996], [0.662, 2.516, -0.991]]
}